Entry 1:
Here is a structure of composition C7H10N5 at a distorted geometry from the Open Molecules 2025 dataset. Energies are from the ωB97M-V functional and the def2-TZVPD basis.

Geometry (Å):
C1 1.1194 0.0407 -2.1565
C2 -0.2068 -1.9165 -1.6172
C3 0.6926 0.5940 -1.0416
C4 -1.3059 -1.8658 0.6250
C5 -0.7076 -1.2223 -0.5931
C6 -0.3699 0.9763 2.1849
C7 0.7875 -1.2808 -2.6110
N1 -0.9063 -1.2611 1.6973
N2 0.1808 2.1605 1.8404
N3 -0.2828 -0.1497 1.5313
N4 -0.8622 0.8951 3.4455
N5 -0.3956 0.1229 -0.3608
H1 1.6941 0.6094 -2.7556
H2 -0.3854 -2.9852 -1.6695
H3 1.0600 1.6102 -0.8023
H4 -1.8327 -2.8281 0.6733
H5 0.4579 -1.3565 -3.6865
H6 1.5561 -2.0176 -2.3658
H7 0.0771 2.9728 2.4060
H8 -1.0283 1.8383 3.7909
H9 -1.5789 0.2907 3.6653
H10 0.5622 2.4593 0.8957

Cartesian forces, eV/Å:
-0.52 -0.98 1.01
-0.03 0.32 -0.76
0.48 1.73 0.54
1.26 1.04 0.20
-0.05 -0.59 0.45
0.00 -0.12 1.86
-2.36 -2.45 0.47
-2.36 -2.00 0.69
0.75 -0.05 -2.74
2.02 1.93 -4.68
1.28 3.37 -0.48
-0.99 -0.53 2.13
2.15 1.86 -1.87
-0.19 0.12 -0.17
-0.46 -0.68 -0.09
0.37 0.59 -0.03
0.50 -0.02 1.09
0.94 0.26 -0.93
-0.31 0.09 0.76
-0.03 -0.52 0.54
-1.56 -1.93 0.31
-0.88 -1.43 1.72

## Properties
* energy above the lowest of the compared OMol25 structures with the same formula, charge and spin: 91.7 kcal per mole
* multiplicity: 1
* maximum force: 5.45 eV/Å
* charge: +1

Entry 2:
Here is the ion C7H10N5O with charge +1 at a distorted geometry from the Open Molecules 2025 dataset. Energies are from the ωB97M-V functional and the def2-TZVPD basis.

Geometry (Å):
C1 1.7092 1.6113 -0.0340
N1 0.6606 1.5804 -1.0254
C2 0.5584 1.9679 -2.3025
N2 -0.5526 1.4899 -2.9536
C3 -1.2176 0.7528 -2.0051
C4 -0.5091 0.7725 -0.8405
N3 -0.8589 0.2920 0.4963
C5 -1.2788 -0.9013 0.8152
N4 -2.1144 -1.1575 1.7714
N5 -0.7491 -2.0057 0.2740
C6 0.5972 -2.2412 -0.0082
C7 1.5777 -2.9431 -0.5191
O1 1.7501 -1.5408 0.1166
H1 1.4469 2.3737 0.7419
H2 1.6056 0.5515 0.4007
H3 2.6980 1.8916 -0.3135
H4 1.2752 2.5306 -2.8567
H5 -2.0906 0.2432 -2.2411
H6 -1.3465 1.0356 1.0384
H7 -2.9721 -0.7446 2.1290
H8 -2.1068 -2.1509 1.9998
H9 -1.2352 -2.8828 0.3185
H10 2.3276 -3.6493 -0.5335

Cartesian forces, eV/Å:
-1.53 -0.86 2.49
-2.10 -1.28 -0.71
-1.94 -0.96 -1.74
1.66 0.49 1.91
2.13 1.22 -0.03
1.09 0.11 0.85
-0.84 2.79 -0.78
1.02 0.07 -0.64
-2.14 -1.95 2.06
2.45 -1.43 -1.08
0.86 -1.20 -1.50
-3.13 1.44 0.63
0.10 1.81 0.81
0.03 -0.69 -0.38
1.13 1.93 -0.28
0.54 -0.28 -1.02
0.51 0.35 0.18
-1.48 -0.72 -0.22
0.73 -0.72 -0.23
0.57 0.91 -0.57
-0.12 0.48 0.33
-0.56 -0.05 0.07
1.02 -1.45 -0.12

## Properties
* SMILES: Cn1cncc1NC(=[NH2+])NC1=CO1
* energy above the lowest of the compared OMol25 structures with the same formula, charge and spin: 132.6 kcal per mole
* multiplicity: 1
* maximum force: 3.55 eV/Å
* charge: +1

Entry 3:
Here is an isolated molecule of C7H10N6S at a distorted geometry from the Open Molecules 2025 dataset. Energies are from the ωB97M-V functional and the def2-TZVPD basis.

Geometry (Å):
C1 1.0987 3.0432 -0.7246
C2 1.0595 2.2770 0.5688
N1 1.1666 2.9999 1.6592
C3 1.1132 2.3270 2.8040
N2 0.9342 2.9997 3.9066
N3 1.0640 1.0335 3.0086
C4 0.9868 0.3198 1.9057
C5 0.9311 0.8942 0.6384
N4 0.8354 0.1061 -0.5402
C6 0.2975 -1.1441 -0.5624
N5 0.0820 -1.5410 -1.7825
N6 -0.5678 -2.7280 -2.0066
C7 -0.0291 -1.8996 0.7021
S1 1.0474 -1.4128 2.1041
H1 1.0189 4.1050 -0.6010
H2 0.2940 2.7290 -1.3889
H3 2.0775 2.8204 -1.2129
H4 0.5819 2.3886 4.6356
H5 0.3750 3.8416 3.7242
H6 0.8968 0.5556 -1.4668
H7 -0.4657 -3.1991 -2.9183
H8 -1.1018 -3.2147 -1.2618
H9 0.0759 -2.9916 0.5037
H10 -1.0718 -1.6093 1.0052

Cartesian forces, eV/Å:
0.74 -1.19 -0.57
-0.14 0.43 -0.59
0.10 0.16 0.46
-0.28 -0.65 -1.49
-1.03 3.14 2.99
0.29 -1.44 -0.74
0.21 -0.42 -0.69
-0.05 -0.64 -1.19
0.79 1.80 0.96
-0.56 -1.28 -2.33
-0.15 -0.52 0.96
-0.69 -1.28 0.29
-0.57 0.74 -0.09
-0.11 -0.66 -0.27
0.03 0.41 0.44
0.04 -0.11 -0.14
-0.68 0.19 0.07
0.11 0.50 0.03
0.63 -0.37 0.61
-0.09 -0.43 1.06
0.05 0.89 1.18
0.78 0.60 -1.00
-0.15 0.81 0.35
0.75 -0.70 -0.29

## Properties
* SMILES: Cc1nc(N)nc2c1N/C(=N/N)CS2
* energy above the lowest of the compared OMol25 structures with the same formula, charge and spin: 2.3 kcal per mole
* multiplicity: 1
* maximum force: 4.46 eV/Å

Entry 4:
Here is a cluster of 2 separate species, C7H10NO in total at a distorted geometry from the Open Molecules 2025 dataset. Energies are from the ωB97M-V functional and the def2-TZVPD basis.

Geometry (Å):
C1 -2.6145 -0.8364 0.2400
C2 -3.5209 -0.0323 -0.6424
C3 -1.3760 -0.8496 0.5509
C4 2.3136 0.4354 0.1359
C5 2.4477 1.6280 0.4635
C6 -4.8496 0.0467 -0.5500
C7 3.1630 -1.3244 -1.1113
N1 2.1991 -0.6920 -0.3723
O1 -0.2116 -0.8513 0.7668
H1 -3.2023 -1.6725 0.6805
H2 -2.9968 0.2497 -1.5346
H3 3.0084 1.6638 1.3781
H4 2.2655 2.4579 -0.2106
H5 -5.4256 0.5245 -1.3050
H6 -5.4205 -0.4052 0.2689
H7 2.5963 -1.8954 -1.9705
H8 3.7162 -0.4869 -1.6181
H9 3.8122 -2.0472 -0.6323
H10 1.2488 -1.0103 -0.0424

Cartesian forces, eV/Å:
-3.07 -1.06 0.51
0.56 -0.55 -0.23
1.43 0.57 -0.47
0.07 -1.22 -1.98
0.98 1.91 0.74
0.76 -0.68 0.95
1.08 -1.50 -5.34
-3.47 1.09 3.66
-0.69 -0.07 0.22
0.80 0.37 0.13
-0.13 0.81 -0.37
0.03 0.93 0.69
-0.20 0.04 0.34
-0.21 0.36 -0.52
0.37 0.26 -0.17
1.24 0.97 1.59
0.04 -1.23 0.44
-0.07 0.17 0.52
0.46 -1.16 -0.71

## Properties
* energy above the lowest of the compared OMol25 structures with the same formula, charge and spin: 89.0 kcal per mole
* multiplicity: 1
* maximum force: 5.65 eV/Å
* charge: +1

Entry 5:
Here is a cluster of 3 separate species, C7H10NO2 in total at a distorted geometry from the Open Molecules 2025 dataset. Energies are from the ωB97M-V functional and the def2-TZVPD basis.

Geometry (Å):
C1 4.2193 -0.4243 -0.0168
C2 3.4549 0.6451 -0.1131
C3 7.0773 1.1721 -0.0649
C4 4.9685 -1.4121 0.0835
C5 -4.2515 -0.5099 -0.4068
C6 -2.9822 1.5364 0.2260
C7 -3.0920 0.1314 -0.2498
N1 5.7226 -2.4366 0.1307
O1 6.7845 2.2692 0.0131
O2 7.3312 0.0567 -0.1333
H1 -4.2962 -1.5330 -0.7367
H2 -5.1934 -0.0293 -0.1984
H3 3.0993 0.9873 -1.0726
H4 -3.4122 1.6241 1.2249
H5 -3.5516 2.2045 -0.4208
H6 -1.9497 1.8719 0.2590
H7 -2.1669 -0.3889 -0.4655
H8 3.1682 1.2108 0.7598
H9 6.1132 -2.7578 1.0097
H10 6.0066 -2.9121 -0.7207

Cartesian forces, eV/Å:
-1.63 2.14 -0.11
-0.05 0.08 -0.03
0.03 0.25 0.04
0.84 -1.32 0.03
0.72 0.24 0.07
-0.21 0.31 0.15
-0.64 -0.69 -0.19
0.76 -1.31 0.11
-0.43 1.83 0.10
0.57 -1.91 -0.15
0.04 -0.19 -0.09
-0.18 0.14 0.05
-0.12 0.10 -0.32
0.10 0.10 0.05
0.09 0.10 -0.01
0.05 0.12 0.02
0.03 -0.13 -0.05
-0.10 0.16 0.30
0.08 -0.02 -0.02
0.05 0.00 0.05

## Properties
* energy above the lowest of the compared OMol25 structures with the same formula, charge and spin: 7.4 kcal per mole
* multiplicity: 3
* maximum force: 2.69 eV/Å
* charge: +1

Entry 6:
Here is a structure of composition C7H10NO3 at a distorted geometry from the Open Molecules 2025 dataset. Energies are from the ωB97M-V functional and the def2-TZVPD basis.

Geometry (Å):
C1 1.4540 -0.4251 -0.0050
C2 5.3876 -0.0002 0.0547
C3 2.6788 -0.0131 -0.0032
C4 -0.7862 -1.4623 -0.0833
C5 -0.0364 0.3921 -1.7949
C6 -0.7860 0.8800 0.5652
C7 -0.0014 -0.1880 -0.2903
N1 2.3596 -0.9154 1.1082
O1 5.9162 -0.0925 -1.0283
O2 3.7400 0.4902 -0.5222
O3 5.4847 -0.1866 1.2225
H1 -0.6204 -1.6560 0.9082
H2 -1.8956 -1.3920 -0.1414
H3 -0.2305 -2.2935 -0.5262
H4 0.6103 1.1994 -1.8197
H5 -1.0612 0.8284 -2.0397
H6 0.1970 -0.3463 -2.5946
H7 -1.8821 0.7489 0.3369
H8 -0.5251 1.9033 0.4016
H9 -0.9071 0.5915 1.6053
H10 2.1824 -0.3069 1.9658

Cartesian forces, eV/Å:
-1.61 1.00 -0.48
0.88 -1.20 -1.98
1.48 0.10 -1.24
0.08 -0.11 -1.25
-2.62 -1.79 0.64
-1.40 -1.61 -0.28
-0.42 1.46 -1.62
-0.38 0.15 2.09
0.00 0.42 1.22
-1.21 0.14 1.15
-0.56 0.61 0.19
0.28 -0.66 2.97
0.79 -0.20 -0.83
-0.81 -0.10 -0.72
1.59 1.50 -0.26
0.98 -0.69 0.41
0.08 0.38 0.78
0.84 0.43 -0.63
0.42 0.59 0.13
1.07 0.24 0.55
0.52 -0.65 -0.83

## Properties
* energy above the lowest of the compared OMol25 structures with the same formula, charge and spin: 72.7 kcal per mole
* multiplicity: 1
* maximum force: 3.24 eV/Å
* charge: -1

Entry 7:
Here is an isolated molecule of C7H10NOP at a distorted geometry from the Open Molecules 2025 dataset. Energies are from the ωB97M-V functional and the def2-TZVPD basis.

Geometry (Å):
C1 0.4738 1.4419 0.0708
C2 -0.8997 1.6719 0.0175
C3 1.0615 0.2607 0.3495
C4 -1.9033 0.6221 0.1136
C5 -1.3297 -0.5942 0.9121
C6 0.1327 -0.9018 0.3941
C7 0.1855 -1.3599 -1.0633
N1 3.3726 1.2622 -0.8192
O1 3.3797 -0.9796 0.7970
P1 2.8087 0.1826 0.1611
H1 1.1854 2.2648 -0.1645
H2 -1.1952 2.6407 -0.2138
H3 -2.7231 1.0898 0.7254
H4 -2.3283 0.4407 -0.8255
H5 -1.3645 -0.5662 2.0688
H6 -1.9499 -1.5174 0.8991
H7 0.4603 -1.7370 0.9790
H8 0.0143 -0.5195 -1.7429
H9 -0.6156 -2.1850 -1.2547
H10 1.2349 -1.5169 -1.4043

Cartesian forces, eV/Å:
-0.05 2.91 -0.31
2.17 -0.88 -0.29
-0.14 -0.44 0.64
-0.56 0.12 4.03
0.38 -0.67 0.53
-0.74 -0.85 -0.01
-1.12 -0.68 -1.18
-0.11 -0.02 0.21
1.10 -1.13 0.80
-0.98 0.27 -0.68
-0.90 -0.27 0.31
-0.63 1.60 -0.38
0.30 -0.57 -0.57
-0.56 -0.82 -1.51
0.52 1.24 -1.70
0.32 0.41 -1.15
0.68 -0.30 0.53
-0.90 0.08 0.15
1.90 1.13 0.02
-0.66 -1.14 0.56

## Properties
* energy above the lowest of the compared OMol25 structures with the same formula, charge and spin: 131.4 kcal per mole
* multiplicity: 1
* maximum force: 4.07 eV/Å

Entry 8:
Here is an isolated molecule of C7H10NOPS2 at a distorted geometry from the Open Molecules 2025 dataset. Energies are from the ωB97M-V functional and the def2-TZVPD basis.

Geometry (Å):
C1 3.0861 1.7898 0.3627
O1 1.9971 1.8213 -0.5494
S1 1.8079 0.4190 -1.3804
P1 1.1007 -1.0917 0.0847
N1 1.2732 -2.5566 -0.8108
S2 2.0602 -1.2462 1.8250
C2 -0.7349 -0.5280 0.1840
C3 -0.9956 0.5578 0.9236
C4 -2.3306 1.1130 0.9293
C5 -3.2296 0.6133 0.0598
C6 -2.9031 -0.5361 -0.7789
C7 -1.6645 -1.1357 -0.7035
H1 3.3223 2.8115 0.8775
H2 3.8763 1.4421 -0.1727
H3 2.8602 1.1223 1.0879
H4 2.0513 -2.9622 -1.2593
H5 0.3595 -2.7039 -1.1909
H6 -0.1744 0.9893 1.6832
H7 -2.5145 1.8602 1.7131
H8 -4.2145 1.1140 0.0106
H9 -3.6816 -0.8551 -1.5323
H10 -1.3513 -2.0380 -1.3632

Cartesian forces, eV/Å:
-0.52 3.75 0.42
-1.05 0.54 -0.07
0.05 -0.87 0.43
1.17 -0.05 0.73
-2.65 2.54 1.54
-0.87 0.40 -1.26
2.14 -2.68 -1.84
0.22 2.14 3.08
2.72 -0.26 1.17
-1.04 -1.08 -1.35
-1.35 0.95 -0.39
0.29 -0.33 -0.45
-0.79 -1.58 -1.42
2.84 -0.74 -1.28
-0.51 -1.94 2.49
0.93 0.02 -0.33
0.04 -0.90 -0.80
-1.95 -1.06 -1.95
-0.27 -0.09 -0.81
0.51 -0.72 -0.17
1.02 0.18 1.06
-0.94 1.78 1.22

## Properties
* SMILES: COS[P@@](N)(=S)c1ccccc1
* energy above the lowest of the compared OMol25 structures with the same formula, charge and spin: 35.5 kcal per mole
* multiplicity: 1
* maximum force: 3.98 eV/Å

Entry 9:
Here is the ion C7H10NOS2 with charge +1 at a distorted geometry from the Open Molecules 2025 dataset. Energies are from the ωB97M-V functional and the def2-TZVPD basis.

Geometry (Å):
C1 2.8065 1.4430 0.7281
C2 2.9367 2.6297 0.1023
C3 -1.3798 -1.0630 -0.2181
C4 -0.3189 -0.5595 0.4214
C5 -2.3126 -1.9388 0.4946
C6 0.8139 0.3354 -0.0147
C7 -3.5211 -2.5677 -0.2121
N1 1.7264 0.6363 0.9023
O1 -2.0642 -2.2350 1.6459
S1 1.8347 3.6257 -0.8323
S2 0.9751 0.8060 -1.7035
H1 3.5966 1.0295 1.4638
H2 3.8401 3.0854 0.2004
H3 -1.5121 -0.7823 -1.3173
H4 -0.4618 -0.7839 1.5948
H5 -3.6117 -3.5544 -0.0333
H6 -3.3823 -2.2932 -1.1872
H7 -4.4229 -2.0684 0.0235
H8 1.4023 0.2859 1.7855
H9 2.8483 4.1331 -1.6621
H10 0.2069 -0.1640 -2.1821

Cartesian forces, eV/Å:
2.90 0.57 2.40
-2.21 -1.53 -0.33
1.53 2.01 -2.91
-0.29 0.30 3.12
-1.61 -1.95 1.57
-1.00 -1.38 -0.97
1.77 3.70 0.92
-3.88 -0.60 -2.34
0.08 0.35 -0.22
0.95 0.27 -0.49
0.57 0.03 1.16
-0.76 1.32 -1.60
2.65 0.91 0.25
-0.18 -0.77 1.55
1.04 0.41 -2.48
-0.09 -3.29 0.56
0.16 -0.14 -3.02
-0.97 0.59 0.88
0.72 -0.04 0.91
-1.03 -0.38 0.94
-0.34 -0.37 0.10

## Properties
* energy above the lowest of the compared OMol25 structures with the same formula, charge and spin: 8.9 kcal per mole
* multiplicity: 1
* maximum force: 4.58 eV/Å
* charge: +1

Entry 10:
Here is a cluster of 2 separate species, C7H10NS in total at a distorted geometry from the Open Molecules 2025 dataset. Energies are from the ωB97M-V functional and the def2-TZVPD basis.

Geometry (Å):
C1 -2.7568 1.2640 -1.6841
C2 -2.8759 0.0627 -2.3278
C3 -1.7607 1.2967 -0.6167
C4 -1.2865 0.0610 -0.6142
C5 2.2065 -2.0495 -0.2108
C6 1.5072 -1.1371 0.6445
C7 -1.3732 2.4697 0.2471
N1 2.1244 -2.4091 1.1644
S1 -1.7088 -1.0889 -1.7703
H1 -3.2492 2.1885 -1.9161
H2 -3.4203 -0.0773 -3.3074
H3 1.6423 -2.5774 -1.0269
H4 3.2408 -1.8141 -0.6006
H5 2.0143 -0.1958 0.9933
H6 -0.4624 2.1286 0.6949
H7 -1.1536 3.3330 -0.3794
H8 -2.1880 2.8518 0.8970
H9 1.6684 -3.3379 1.3870
H10 3.0686 -2.4639 1.5788

Cartesian forces, eV/Å:
0.51 -0.29 0.40
-0.46 0.96 -1.87
-1.11 0.35 -0.31
1.74 -0.91 0.75
0.59 0.46 -4.58
1.20 1.41 0.66
-0.87 0.03 -0.92
0.50 -2.93 1.64
-0.59 0.05 0.16
-0.51 0.03 -0.35
0.57 -0.11 1.51
0.38 0.00 1.33
-1.18 -0.06 0.67
-1.10 -0.99 -0.05
0.32 0.45 1.04
0.24 -0.07 -0.22
0.67 -0.77 0.06
-0.21 1.73 -0.20
-0.68 0.68 0.28

## Properties
* energy above the lowest of the compared OMol25 structures with the same formula, charge and spin: 122.0 kcal per mole
* multiplicity: 1
* maximum force: 4.64 eV/Å
* charge: +1